Entry 1:
A molecular structure, C30H38Cl75FGaN2O3 at a distorted geometry. Source: the Open Molecules 2025 dataset; level of theory: ωB97M-V/def2-TZVPD.

Positions of all 150 atoms, in Å:
C -0.698 3.998 -2.717
C -0.100 3.380 -3.996
C 0.749 2.142 -3.632
C -0.093 0.982 -3.110
O 0.778 -0.092 -2.741
Ga 1.167 -0.120 -0.933
F 1.202 1.600 -0.296
C 2.919 -1.016 -0.489
N 4.076 -0.216 -1.018
O -0.280 -1.106 -0.098
N -0.541 -0.766 1.146
O 0.429 -0.477 1.800
H -1.283 3.248 -2.185
H -1.305 4.877 -2.942
H 0.138 4.259 -2.065
H -0.865 3.160 -4.749
H 0.576 4.121 -4.440
H 1.299 1.825 -4.523
H 1.422 2.447 -2.826
H -0.676 1.258 -2.222
H -0.792 0.628 -3.882
H 2.973 -2.022 -0.914
H 2.981 -1.093 0.602
H 4.678 0.063 -0.254
H 4.606 -0.816 -1.637
C -4.594 -0.269 1.772
Cl -5.461 -1.487 2.727
Cl -5.149 1.362 2.197
Cl -2.851 -0.433 1.997
H -4.820 -0.439 0.727
C -0.908 -3.971 -1.493
Cl 0.756 -4.246 -2.024
Cl -2.034 -4.591 -2.710
Cl -1.227 -4.745 0.057
H -1.059 -2.902 -1.379
C -0.577 6.551 1.019
Cl -1.512 7.101 -0.374
Cl -1.310 7.116 2.528
Cl -0.419 4.798 1.014
H 0.414 6.979 0.947
C 0.520 -2.394 4.509
Cl -1.103 -2.587 5.180
Cl 1.742 -2.516 5.780
Cl 0.836 -3.584 3.254
H 0.589 -1.408 4.061
C 3.784 -6.377 1.859
Cl 2.089 -6.271 1.386
Cl 4.821 -6.171 0.445
Cl 4.177 -5.188 3.101
H 3.961 -7.363 2.268
C -3.169 -7.484 2.781
Cl -3.511 -8.478 1.362
Cl -1.664 -6.603 2.534
Cl -4.504 -6.376 3.108
H -3.050 -8.133 3.639
C -0.959 -9.960 -1.154
Cl -1.280 -8.265 -1.503
Cl -0.131 -10.134 0.396
Cl -2.461 -10.899 -1.167
H -0.311 -10.349 -1.929
C -4.670 -1.453 -3.216
Cl -3.832 -1.389 -1.670
Cl -6.387 -1.786 -2.957
Cl -4.453 0.048 -4.117
H -4.245 -2.263 -3.797
C 2.884 6.798 -1.067
Cl 3.232 5.200 -0.421
Cl 1.429 6.736 -2.057
Cl 2.701 8.001 0.224
H 3.712 7.105 -1.692
C -6.516 -3.123 6.346
Cl -4.830 -3.323 5.884
Cl -7.583 -3.839 5.133
Cl -6.821 -3.827 7.940
H -6.728 -2.064 6.400
C -7.125 1.166 7.524
Cl -6.044 1.773 8.780
Cl -6.271 0.993 5.993
Cl -7.838 -0.378 8.008
H -7.925 1.881 7.390
C -6.285 -5.389 -1.486
Cl -5.745 -6.924 -0.808
Cl -5.884 -4.062 -0.400
Cl -5.564 -5.146 -3.083
H -7.360 -5.420 -1.605
C -5.074 -11.546 -4.321
Cl -6.462 -12.620 -4.118
Cl -4.833 -11.156 -6.027
Cl -5.270 -10.081 -3.367
H -4.192 -12.064 -3.967
C 3.160 1.519 2.703
Cl 2.834 0.380 4.013
Cl 2.959 3.174 3.289
Cl 4.789 1.268 2.075
H 2.451 1.346 1.896
C -1.684 1.145 6.413
Cl -0.012 0.935 5.894
Cl -2.767 0.431 5.227
Cl -1.942 0.445 8.017
H -1.891 2.206 6.470
C 6.471 7.178 1.851
Cl 5.182 6.043 2.212
Cl 6.572 7.461 0.106
Cl 6.206 8.697 2.710
H 7.411 6.756 2.182
C 3.836 10.828 -2.134
Cl 4.898 9.557 -1.526
Cl 3.053 11.673 -0.798
Cl 4.731 11.962 -3.151
H 3.066 10.366 -2.740
C 0.915 6.885 -6.712
Cl 1.201 5.150 -6.770
Cl -0.385 7.220 -5.572
Cl 2.393 7.750 -6.270
H 0.607 7.224 -7.693
C 8.131 -1.054 2.785
Cl 9.078 -0.832 4.261
Cl 6.463 -1.466 3.165
Cl 8.209 0.394 1.775
H 8.564 -1.874 2.229
C 3.888 11.318 5.342
Cl 5.568 11.210 4.809
Cl 2.811 10.580 4.157
Cl 3.686 10.565 6.925
H 3.629 12.365 5.430
C 2.117 -1.032 -6.106
Cl 1.686 0.598 -6.635
Cl 2.975 -0.982 -4.576
Cl 0.659 -2.024 -6.005
H 2.773 -1.473 -6.845
C 5.329 -8.517 -2.676
Cl 3.736 -8.632 -1.931
Cl 6.606 -8.720 -1.475
Cl 5.502 -9.707 -3.971
H 5.427 -7.531 -3.111
C -1.684 -6.525 -6.440
Cl -1.605 -8.282 -6.611
Cl -2.923 -6.067 -5.275
Cl -0.117 -5.873 -5.968
H -1.953 -6.104 -7.400
C 1.876 4.480 7.134
Cl 2.859 4.751 8.576
Cl 0.210 4.099 7.577
Cl 1.936 5.881 6.065
H 2.284 3.630 6.599
C -4.129 5.315 -6.375
Cl -4.402 4.158 -5.074
Cl -4.510 6.958 -5.842
Cl -2.466 5.220 -6.951
H -4.789 5.066 -7.195

Results
- E (a.u.) = -38040.17858
- max |F| (eV/Å) = 1.805
- molar mass (g mol⁻¹) = 3222.3
- spin multiplicity = 1
- charge = -1
- frontier orbital gap (hartree) = 0.2536

---

Entry 2:
A molecular structure, C30H38I2N4OSi2Ti at a distorted geometry. Source: the Open Molecules 2025 dataset; level of theory: ωB97M-V/def2-TZVPD.

Positions of all 78 atoms, in Å:
Ti 0.491 -0.093 0.142
I 5.514 -4.100 -4.181
C 4.138 -2.781 -3.339
C 3.136 -2.226 -4.127
C 2.213 -1.374 -3.545
I 0.741 -0.504 -4.740
C 2.238 -1.057 -2.169
O 1.321 -0.318 -1.611
C 3.303 -1.590 -1.413
C 3.420 -1.246 0.052
N 2.176 -1.530 0.823
C 1.692 -2.925 0.669
C 0.664 -3.008 -0.423
C 0.650 -4.034 -1.347
C -0.308 -4.030 -2.344
C -1.218 -2.995 -2.375
C -1.140 -2.007 -1.412
N -0.220 -1.997 -0.434
C 4.224 -2.451 -1.997
H 3.073 -2.457 -5.183
H 3.629 -0.184 0.173
H 4.259 -1.802 0.471
H 2.358 -1.366 1.800
H 1.233 -3.219 1.610
H 2.509 -3.615 0.465
H 1.412 -4.804 -1.301
H -0.331 -4.812 -3.093
H -1.977 -2.933 -3.143
H -1.832 -1.179 -1.406
H 5.020 -2.867 -1.387
C -1.488 3.578 -0.372
Si -2.397 1.944 -0.256
C -4.116 2.382 0.325
C -2.596 1.320 -2.002
C -1.512 0.664 0.759
C -0.679 1.140 1.893
C -0.911 2.262 2.714
C -0.142 2.470 3.839
C 0.878 1.575 4.150
C 1.114 0.540 3.272
N 0.394 0.329 2.162
Si -2.646 -0.593 1.564
C -3.858 -1.392 0.384
C -3.691 0.167 2.921
C -1.746 -1.952 2.471
H -2.226 4.390 -0.329
H -0.949 3.667 -1.321
H -0.759 3.740 0.428
H -4.529 3.178 -0.311
H -4.097 2.750 1.356
H -4.803 1.529 0.284
H -2.851 2.156 -2.668
H -3.402 0.579 -2.080
H -1.678 0.855 -2.383
H -1.743 2.916 2.485
H -0.353 3.306 4.496
H 1.480 1.681 5.044
H 1.924 -0.156 3.467
H -4.193 -0.703 -0.404
H -4.744 -1.699 0.955
H -3.442 -2.282 -0.098
H -4.561 0.701 2.539
H -3.111 0.859 3.545
H -4.052 -0.641 3.572
H -0.891 -2.337 1.909
H -2.449 -2.778 2.642
H -1.393 -1.598 3.446
C 2.722 4.185 -0.817
C 2.928 3.605 0.422
C 2.266 2.431 0.734
N 1.417 1.811 -0.097
C 1.221 2.393 -1.296
C 1.849 3.562 -1.688
H 3.230 5.101 -1.096
H 3.600 4.045 1.149
H 2.416 1.959 1.694
H 0.539 1.895 -1.967
H 1.647 3.966 -2.674

Results
- E (a.u.) = -3484.21095
- energy relative to the best compared isomer or geometry (same formula, charge and spin) (eV) = 0.780
- ⟨S²⟩ = 2.0135
- max |F| (eV/Å) = 1.702
- molar mass (g mol⁻¹) = 828.5
- spin multiplicity = 3
- frontier orbital gap (alpha / beta) (hartree) = 0.1816 / 0.2851

---

Entry 3:
A molecular structure, C30H38MgN4O at a distorted geometry. Source: the Open Molecules 2025 dataset; level of theory: ωB97M-V/def2-TZVPD.

Positions of all 74 atoms, in Å:
Mg -0.280 -0.585 -0.514
N 0.169 -2.954 3.867
N -0.482 -2.556 -2.238
C 0.645 1.923 -0.402
C 1.662 0.971 -0.099
C 1.602 0.715 1.324
C 2.446 -0.157 2.062
H 3.292 -0.592 1.534
H 1.792 -1.488 2.469
H 2.482 -0.031 3.131
C 0.417 1.345 1.813
C -0.116 1.179 3.191
H 0.386 1.862 3.893
H 0.052 0.162 3.580
H -1.195 1.390 3.249
C -0.105 2.166 0.786
C -1.203 3.150 0.919
H -2.024 2.761 1.534
H -1.606 3.422 -0.063
H -0.843 4.075 1.395
C 2.777 0.607 -1.013
H 3.501 1.432 -1.132
H 2.396 0.362 -2.014
H 3.327 -0.259 -0.635
C 0.522 2.634 -1.698
H -0.488 3.041 -1.830
H 0.723 1.956 -2.539
H 1.238 3.470 -1.777
C -0.783 -3.697 4.434
H -0.825 -3.712 5.547
C -1.735 -4.433 3.636
H -2.540 -4.996 4.128
C -1.617 -4.436 2.209
H -2.245 -5.072 1.548
C -0.686 -3.581 1.591
H -0.577 -3.343 0.496
C 0.373 -3.028 2.496
C 1.602 -2.467 1.976
H 1.467 -2.385 0.944
C -0.711 -1.257 -2.597
C 0.452 -3.042 -3.127
H 1.141 -3.802 -2.928
C 0.286 -2.383 -4.284
H 0.504 -2.746 -5.298
N -0.439 -1.202 -3.931
C -0.635 -0.024 -4.693
C 0.393 0.342 -5.562
C 0.267 1.583 -6.215
H 1.067 1.835 -6.920
C -0.818 2.434 -5.971
C -0.924 3.698 -6.767
H -1.423 4.483 -6.198
H -1.492 3.538 -7.691
H 0.071 4.052 -7.055
C -1.780 2.076 -5.007
H -2.612 2.762 -4.806
C -1.706 0.830 -4.348
C -2.767 0.416 -3.375
H -3.291 -0.482 -3.717
H -3.511 1.212 -3.284
H -2.359 0.205 -2.376
C 1.624 -0.487 -5.646
H 1.419 -1.547 -5.780
H 2.257 -0.362 -4.756
H 2.165 -0.228 -6.545
C -4.434 -0.313 0.783
C -2.951 -0.398 1.050
N -2.597 -1.011 2.183
O -2.094 0.078 0.245
H -4.866 -1.325 0.774
H -4.625 0.167 -0.183
H -4.958 0.250 1.572
H -1.655 -0.848 2.544
H -3.253 -1.569 2.708

Results
- E (a.u.) = -1660.07121
- energy relative to the best compared isomer or geometry (same formula, charge and spin) (eV) = 3.259
- max |F| (eV/Å) = 4.812
- molar mass (g mol⁻¹) = 495.0
- spin multiplicity = 1
- charge = -2
- frontier orbital gap (alpha / beta) (hartree) = 0.0808 / 0.0619

---

Entry 4:
2 unconnected molecules or ions with the total composition C30H38N3 at a distorted geometry. Source: the Open Molecules 2025 dataset; level of theory: ωB97M-V/def2-TZVPD.

Positions of all 71 atoms, in Å:
C -5.717 -2.427 0.946
N -5.007 -2.116 2.176
C -5.599 -2.739 3.347
C -3.750 -1.521 2.163
C -3.594 -0.188 1.689
C -2.355 0.409 1.640
C -1.158 -0.325 1.877
C 0.066 0.271 1.488
C 1.347 -0.316 1.659
C 2.443 0.413 2.211
C 3.662 -0.185 2.457
C 3.899 -1.512 2.018
N 5.173 -2.058 2.083
C 5.788 -2.418 3.349
C 5.775 -2.714 0.936
C 2.819 -2.252 1.479
C 1.579 -1.675 1.306
C -1.331 -1.605 2.518
C -2.581 -2.202 2.596
H -5.433 -1.740 0.143
H -5.511 -3.459 0.612
H -6.794 -2.346 1.137
H -5.332 -2.189 4.256
H -6.690 -2.712 3.220
H -5.294 -3.788 3.461
H -4.485 0.388 1.429
H -2.246 1.467 1.387
H 0.027 1.306 1.140
H 2.279 1.459 2.480
H 4.472 0.365 2.951
H 5.454 -1.741 4.142
H 5.534 -3.455 3.639
H 6.879 -2.356 3.237
H 5.545 -2.161 0.016
H 6.863 -2.724 1.085
H 5.426 -3.752 0.822
H 2.959 -3.317 1.290
H 0.753 -2.265 0.904
H -0.475 -2.124 2.960
H -2.684 -3.228 2.965
C 4.256 2.887 0.093
C 4.240 1.631 -0.533
C 3.097 1.175 -1.181
C 1.898 1.937 -1.184
C 0.685 1.407 -1.763
C -0.407 2.196 -2.101
N -1.243 2.071 -3.146
C -2.394 2.982 -3.201
C -3.629 2.396 -3.868
C -3.319 1.661 -5.169
C -2.150 0.688 -5.016
C -0.913 1.245 -4.292
C 1.967 3.249 -0.640
C 3.105 3.687 0.035
H 5.157 3.238 0.607
H 5.141 1.017 -0.531
H 3.105 0.222 -1.712
H 0.650 0.325 -1.976
H -0.715 2.974 -1.395
H -2.633 3.249 -2.167
H -2.118 3.912 -3.728
H -4.109 1.704 -3.165
H -4.327 3.222 -4.063
H -4.208 1.092 -5.467
H -3.118 2.392 -5.965
H -2.503 -0.184 -4.445
H -1.843 0.346 -6.015
H -0.307 1.811 -5.028
H -0.304 0.406 -3.940
H 1.111 3.917 -0.752
H 3.121 4.677 0.493

Results
- E (a.u.) = -1329.89198
- energy relative to the best compared isomer or geometry (same formula, charge and spin) (eV) = 1.237
- max |F| (eV/Å) = 1.279
- molar mass (g mol⁻¹) = 440.7
- spin multiplicity = 1
- charge = +1
- frontier orbital gap (hartree) = 0.1503

---

Entry 5:
A molecular structure, C30H39AgAsN2O5PS. Source: the Open Molecules 2025 dataset; level of theory: ωB97M-V/def2-TZVPD.

Positions of all 80 atoms, in Å:
Ag -0.135 1.065 0.994
C -2.631 3.102 -3.322
C -3.630 3.543 -2.259
C -3.235 4.881 -1.647
C -5.024 3.629 -2.863
O -3.762 2.553 -1.214
P -2.591 1.821 -0.403
O -3.181 1.133 0.761
O -1.438 2.788 -0.171
O -1.943 0.767 -1.452
C -2.480 -0.552 -1.728
C -3.983 -0.498 -1.969
C -1.748 -0.991 -2.987
C -2.144 -1.479 -0.568
H -2.600 3.848 -4.118
H -2.925 2.145 -3.754
H -1.630 2.984 -2.908
H -3.215 5.652 -2.421
H -2.258 4.816 -1.172
H -3.963 5.170 -0.889
H -5.050 4.380 -3.655
H -5.747 3.903 -2.094
H -5.315 2.666 -3.283
H -4.218 0.185 -2.786
H -4.506 -0.165 -1.073
H -4.342 -1.494 -2.235
H -1.974 -0.317 -3.815
H -2.046 -2.004 -3.267
H -0.670 -0.980 -2.813
H -2.628 -1.140 0.347
H -1.063 -1.493 -0.410
H -2.466 -2.497 -0.799
C 4.328 2.846 -1.709
N 2.922 3.171 -1.832
C 2.358 4.040 -2.752
C 1.035 4.071 -2.496
N 0.801 3.231 -1.431
C 1.953 2.685 -1.020
S 2.224 1.619 0.286
H 4.842 3.184 -2.606
H 4.444 1.770 -1.600
H 4.759 3.331 -0.834
H 2.949 4.542 -3.497
H 0.241 4.611 -2.981
H -0.131 3.042 -0.968
O -0.149 -0.632 2.544
As 1.030 -1.790 2.433
C 0.686 -3.114 3.771
C -0.516 -3.025 4.460
C -0.817 -3.974 5.428
C 0.081 -4.997 5.700
C 1.285 -5.078 5.011
C 1.591 -4.134 4.044
C 2.764 -1.026 2.698
C 2.820 0.206 3.339
C 4.051 0.809 3.553
C 5.213 0.180 3.130
C 5.153 -1.051 2.490
C 3.926 -1.658 2.270
C 1.091 -2.702 0.747
C 0.467 -3.937 0.602
C 0.408 -4.534 -0.649
C 0.968 -3.897 -1.748
C 1.591 -2.665 -1.601
C 1.654 -2.062 -0.354
H -1.196 -2.213 4.234
H -1.751 -3.912 5.970
H -0.156 -5.734 6.456
H 1.984 -5.875 5.231
H 2.534 -4.194 3.511
H 1.901 0.695 3.640
H 4.100 1.774 4.039
H 6.173 0.653 3.294
H 6.062 -1.535 2.155
H 3.877 -2.610 1.755
H 0.020 -4.428 1.457
H -0.081 -5.492 -0.767
H 0.914 -4.360 -2.725
H 2.020 -2.166 -2.461
H 2.119 -1.088 -0.246

Results
- E (a.u.) = -4774.74594
- energy relative to the best compared isomer or geometry (same formula, charge and spin) (eV) = 0.000
- max |F| (eV/Å) = 0.101
- molar mass (g mol⁻¹) = 753.5
- spin multiplicity = 1
- frontier orbital gap (hartree) = 0.3056